The molecule C12H11ClO2. Source: the OMol25 dataset; level of theory: ωB97M-V/def2-TZVPD.

As for the HOMO-LUMO gap: 9.144 eV. The total energy comes out at -29237.1128 eV. The net charge is 0. The spin multiplicity is 1. The SMILES is O[C@H]1C=CC=C(c2ccccc2)[C@@]1(O)Cl. The relative energy (zero: lowest compared OMol25 entry of this formula, charge and spin) is 0.2316 eV. The calculation puts the HOMO energy at -8.7767 eV.

The geometry in XYZ format:
```
26
Properties=species:S:1:pos:R:3:forces:R:3:mulliken_charge:R:1
O 3.206 2.203 -0.128 -2.0585 1.3548 -0.2349 -0.515
C 1.843 1.956 -0.576 1.5381 -1.4479 -0.7496 -0.003
C 1.649 1.899 -2.075 0.9443 0.1665 -1.3948 -0.456
C 0.657 1.180 -2.634 2.2638 1.8897 0.6647 -0.590
C -0.254 0.418 -1.862 -1.8312 0.1250 0.6947 0.050
C -0.137 0.104 -0.576 3.3826 1.3499 1.6560 -0.256
C -0.962 -0.715 0.334 0.1955 -0.9922 -1.5433 0.182
C -1.738 -0.215 1.352 0.4587 3.8505 -1.8996 -0.099
C -2.331 -0.977 2.266 -0.9965 -1.5900 2.2936 -0.583
C -2.433 -2.326 2.005 -1.3150 -0.6110 -0.1431 -0.348
C -1.865 -2.836 0.833 -1.4374 -2.6958 1.4442 -0.555
C -1.001 -2.102 0.090 -1.5471 2.7978 2.4880 -0.536
C 1.367 0.667 0.106 -2.7699 -1.1764 -1.8105 0.301
O 1.282 0.689 1.449 -0.1657 1.0341 0.9627 -0.530
Cl 2.603 -0.604 -0.288 0.3943 -0.7471 -0.5286 -0.223
H 3.621 1.369 -0.278 0.9352 -1.0126 -0.2089 0.395
H 1.222 2.777 -0.359 -0.6824 1.1952 1.3402 0.404
H 2.294 2.583 -2.733 -0.9664 -1.0601 1.2478 0.315
H 0.467 1.371 -3.661 -0.2115 -0.2974 -0.8022 0.401
H -1.216 0.410 -2.340 -0.5468 -1.1144 -0.0914 0.382
H -2.024 0.853 1.258 0.8894 -0.4207 0.7427 0.319
H -2.697 -0.591 3.225 -0.2898 0.1048 -0.7090 0.365
H -3.156 -2.891 2.635 1.0006 0.0307 -0.5323 0.309
H -2.087 -3.913 0.579 0.5735 1.2079 0.3096 0.296
H -0.294 -2.580 -0.417 2.5115 -1.6218 -3.0118 0.536
H 1.985 1.272 1.796 -0.2691 -0.3194 -0.1843 0.435
```
Positions in Å, forces in eV/Å.

***

A cluster of 8 separate species, C45H73BINO19 in total. Source: the OMol25 dataset; level of theory: ωB97M-V/def2-TZVPD.

As for the HOMO-LUMO gap: 8.844 eV. The total energy comes out at -97022.3227 eV. The net charge is 0. The spin multiplicity is 1. The SMILES is CC[C@H](I)[C@@]1(CNC)COC(=O)[C@]1(CCCCCOC(C)=O)B(C)O.O=C1CCCO1.O=C1CCCO1.O=C1CCCO1.O=C1CCCO1.O=C1CCCO1.O=C1CCCO1.O=C1CCCO1. The calculation puts the HOMO energy at -8.5886 eV.

The geometry in XYZ format:
```
140
Properties=species:S:1:pos:R:3:forces:R:3:mulliken_charge:R:1
C 1.405 -0.958 -0.403 -0.0848 -0.1969 -0.4724 -1.494
C 0.631 -0.238 -1.508 0.2718 0.4024 0.4132 0.789
C 1.521 0.126 -2.707 -0.5096 -0.4469 -0.1705 -2.489
I 2.285 2.093 -2.354 0.2738 0.2630 0.0117 -0.172
C 0.998 -0.091 -4.160 0.5069 0.1964 0.3827 2.819
C 2.252 -0.042 -5.059 0.0154 0.0459 -0.3884 -1.724
N 1.993 -0.458 -6.435 0.2314 -0.1385 0.0862 0.014
C 2.590 -1.724 -6.866 -0.4091 0.0552 -0.1953 -1.146
C 0.397 -1.505 -4.306 -0.1362 0.0457 0.3967 -1.071
O -0.567 -1.438 -5.351 -0.0637 -0.0479 -0.3414 -0.386
C -0.782 -0.150 -5.727 -0.7727 0.0295 -0.9646 -0.022
O -1.495 0.123 -6.679 0.9682 -0.4524 1.3133 -0.654
C -0.136 0.803 -4.737 -0.3579 -0.1930 -0.4834 1.718
C -1.237 1.142 -3.699 0.1705 0.1248 -0.1581 -0.522
C -2.516 1.726 -4.316 -0.2544 0.0710 0.3944 -1.063
C -3.739 0.814 -4.468 -0.1635 0.0252 -0.1275 -1.360
C -4.232 0.098 -3.190 0.1450 0.0633 -0.2683 -0.224
C -4.229 -1.422 -3.283 -0.4693 -0.0482 -0.0029 -1.066
O -3.687 -1.987 -2.068 0.6165 -0.2801 -0.1508 0.066
C -3.484 -3.319 -2.102 -1.8232 -1.2536 -1.6075 0.696
C -2.488 -3.776 -1.091 0.0320 -0.4512 -0.0512 -0.824
O -4.086 -4.077 -2.880 1.5284 1.7857 1.6224 -0.645
B 0.310 2.141 -5.510 -0.0778 0.2715 0.1572 0.836
C 0.670 2.275 -7.029 0.1956 -0.1270 0.0498 -1.151
O 0.278 3.296 -4.754 -0.0394 -0.4673 0.3720 -0.818
H 2.035 -0.274 0.156 0.0985 0.0013 0.0731 0.069
H 0.696 -1.423 0.268 -0.0524 -0.0183 0.3418 0.366
H 2.036 -1.743 -0.825 0.0622 0.0139 0.0225 0.489
H -0.220 -0.840 -1.795 -0.1799 -0.1859 -0.2114 -0.587
H 0.228 0.673 -1.067 -0.2936 -0.0089 -0.0947 0.128
H 2.419 -0.482 -2.620 0.1007 0.0632 -0.0263 1.017
H 3.018 -0.682 -4.617 0.0714 -0.0443 0.1312 0.496
H 2.666 0.969 -5.052 -0.0316 0.0681 0.0441 0.275
H 2.287 0.261 -7.071 -0.0721 0.1390 -0.0480 0.343
H 2.838 -2.349 -6.013 0.1419 -0.0052 0.0869 0.350
H 1.880 -2.286 -7.475 -0.0783 -0.0469 -0.0014 0.312
H 3.479 -1.573 -7.479 0.2132 -0.0386 0.1138 0.347
H 1.159 -2.255 -4.522 -0.0122 0.0512 -0.3574 0.301
H -0.107 -1.862 -3.410 -0.1313 0.1191 0.0971 0.330
H -1.454 0.267 -3.095 -0.2032 -0.2428 0.0829 -0.159
H -0.815 1.882 -3.021 0.1021 -0.0257 0.0396 0.273
H -2.302 2.154 -5.294 0.0212 0.0612 -0.0889 0.249
H -2.834 2.558 -3.684 0.0407 0.0993 0.0228 0.581
H -3.599 0.104 -5.284 0.1337 -0.0960 0.0563 0.573
H -4.550 1.465 -4.798 -0.0101 0.0253 -0.1673 0.449
H -5.258 0.416 -3.014 0.0227 0.0833 0.2847 0.698
H -3.632 0.403 -2.335 0.0380 0.0062 0.1405 0.123
H -5.245 -1.795 -3.399 -0.0074 -0.1220 -0.1017 0.461
H -3.648 -1.797 -4.124 0.1489 0.0328 -0.0001 0.472
H -1.502 -3.804 -1.554 0.0397 0.1025 -0.0226 0.255
H -2.460 -3.131 -0.223 0.2338 0.0794 -0.0144 0.158
H -2.747 -4.795 -0.811 0.0612 -0.0083 0.1007 0.331
H 0.611 1.357 -7.599 -0.0381 -0.0536 -0.0652 0.483
H -0.026 2.989 -7.473 -0.0544 0.0911 0.0136 0.256
H 1.667 2.714 -7.141 0.0745 0.0642 -0.0585 0.356
H 1.103 3.779 -4.724 0.0023 0.4490 -0.3196 0.300
O 4.450 -0.423 -1.239 -0.0500 -0.1791 -0.1388 -0.465
C 5.207 0.216 -0.563 0.1982 0.0542 -0.0043 0.399
C 6.688 -0.019 -0.334 -0.1237 0.1540 0.3642 -0.052
C 6.972 0.827 0.908 -0.0535 -0.1189 -0.1381 -0.634
C 5.927 1.926 0.780 0.1941 0.0459 0.0952 0.443
O 4.807 1.304 0.120 -0.0335 0.0513 0.0525 -0.219
H 7.234 0.331 -1.212 0.0151 -0.0596 -0.0393 0.353
H 6.889 -1.074 -0.190 0.0321 -0.0605 -0.1911 -0.244
H 7.989 1.206 0.971 0.0016 0.0337 -0.0550 0.445
H 6.776 0.242 1.806 0.0037 0.0255 0.0366 0.256
H 6.273 2.755 0.157 -0.0137 -0.0282 -0.0441 0.250
H 5.597 2.309 1.738 -0.1166 -0.0072 -0.0311 -0.469
O 1.343 -0.224 2.923 0.0844 -0.1001 0.0284 -0.617
C 0.307 0.367 2.870 -0.0540 0.1536 0.0737 0.350
C -0.286 1.331 3.885 -0.2514 -0.1115 -0.2279 -0.309
C -1.747 1.409 3.451 0.1373 0.1160 0.1736 0.332
C -1.655 1.141 1.961 -0.0886 0.0496 -0.0894 -0.456
O -0.540 0.244 1.810 0.0052 0.0137 0.0584 -0.116
H 0.228 2.290 3.790 0.0504 -0.0211 0.0114 0.006
H -0.164 0.946 4.892 0.1132 0.0224 0.0332 0.338
H -2.233 2.353 3.689 -0.0106 0.0123 -0.0401 0.499
H -2.314 0.616 3.929 -0.0440 0.0161 0.0683 -0.482
H -1.454 2.040 1.371 0.0342 0.0068 0.0262 0.215
H -2.544 0.655 1.566 0.0381 -0.0446 -0.0685 0.183
O 5.997 2.306 4.254 0.1193 -0.1084 -0.0085 -0.583
C 4.996 2.934 4.432 0.0169 0.1250 0.0553 0.591
C 4.529 3.625 5.700 -0.3304 -0.0830 -0.0758 -0.582
C 3.051 3.891 5.414 0.1104 -0.0437 0.0148 -0.378
C 3.048 4.018 3.894 -0.0568 -0.0132 0.0633 -0.389
O 4.099 3.146 3.442 -0.1112 0.0845 0.0196 -0.355
H 5.102 4.546 5.813 0.0453 -0.0049 0.0269 0.256
H 4.703 2.987 6.561 0.1260 0.0278 0.0259 0.334
H 2.646 4.768 5.914 0.0354 0.0474 -0.0290 0.411
H 2.457 3.026 5.713 -0.0241 -0.0103 -0.0134 0.186
H 3.275 5.032 3.559 0.0070 0.0160 0.0172 0.273
H 2.117 3.694 3.435 0.0452 -0.0443 -0.0815 0.182
O -4.568 0.221 3.232 -0.0641 0.0838 -0.0569 -0.510
C -4.856 -0.741 2.584 -0.0186 -0.1358 0.0989 0.519
C -4.247 -2.129 2.647 -0.0042 -0.0395 -0.3654 -0.501
C -4.715 -2.761 1.334 -0.0014 0.1464 0.1284 0.535
C -6.028 -2.026 1.087 0.0086 -0.0924 -0.0388 -0.667
O -5.837 -0.715 1.655 -0.0423 -0.0330 -0.0848 -0.396
H -4.650 -2.636 3.525 0.0355 0.0034 0.0366 0.251
H -3.166 -2.060 2.738 0.0151 0.0250 0.1507 0.301
H -4.834 -3.842 1.371 -0.0480 -0.0231 0.0315 0.576
H -4.008 -2.526 0.539 -0.2503 0.0960 0.1436 -0.929
H -6.872 -2.497 1.595 0.0066 -0.0066 0.0190 0.261
H -6.270 -1.911 0.034 0.0127 0.0813 -0.0127 0.368
O 9.153 -2.206 0.067 0.1433 0.0858 0.0493 -0.572
C 8.635 -3.257 -0.162 -0.1015 -0.0303 0.1342 0.621
C 8.525 -4.472 0.741 0.0354 -0.2085 -0.2747 -0.511
C 8.124 -5.582 -0.230 0.0414 0.1034 0.0629 -0.476
C 7.373 -4.797 -1.302 -0.0164 -0.0816 0.0359 -0.391
O 8.004 -3.505 -1.332 -0.0498 -0.0649 -0.1162 -0.340
H 7.749 -4.272 1.482 0.0189 0.0268 0.0436 0.257
H 9.468 -4.649 1.249 -0.0143 0.0819 0.1064 0.317
H 7.525 -6.374 0.213 -0.0517 0.0333 0.0121 0.325
H 9.017 -6.035 -0.662 -0.0004 -0.0134 -0.0178 0.260
H 6.319 -4.656 -1.053 -0.0041 -0.0011 0.0251 0.255
H 7.445 -5.235 -2.293 0.0260 0.0637 -0.0417 0.304
O -1.911 -0.011 6.382 0.0409 0.0067 -0.1126 -0.550
C -2.816 -0.669 6.803 -0.0025 0.0123 0.2782 0.468
C -2.859 -1.472 8.091 -0.1754 -0.2428 -0.1579 -0.515
C -4.063 -2.389 7.881 0.1032 0.0807 -0.0077 -0.506
C -4.927 -1.546 6.949 -0.0520 -0.0461 0.0477 -0.459
O -4.001 -0.776 6.162 0.0234 -0.0764 -0.0165 -0.265
H -3.007 -0.775 8.918 0.0394 0.0158 0.0216 0.287
H -1.922 -2.002 8.233 0.0768 0.1031 0.0600 0.326
H -4.577 -2.675 8.795 -0.0251 0.0575 0.0130 0.345
H -3.748 -3.300 7.371 -0.0116 -0.0139 -0.0066 0.263
H -5.571 -0.852 7.493 0.0017 0.0012 0.0166 0.272
H -5.540 -2.137 6.273 0.0090 0.0462 -0.0661 0.319
O -7.401 6.004 1.798 -0.1065 0.0966 0.0168 -0.583
C -6.758 5.015 1.613 0.1185 0.0152 -0.1148 0.454
C -6.213 4.484 0.298 -0.0465 -0.3253 0.1033 -0.452
C -5.858 3.036 0.637 -0.0256 0.1463 -0.0353 -0.230
C -5.544 3.133 2.127 -0.0346 -0.0543 -0.1225 0.074
O -6.392 4.191 2.618 0.0602 -0.1093 0.0601 -0.371
H -5.335 5.075 0.033 -0.0086 0.0375 -0.0334 0.265
H -6.959 4.582 -0.485 0.0217 0.1373 -0.0358 0.316
H -5.034 2.627 0.055 0.0405 0.0249 0.0251 0.174
H -6.727 2.396 0.487 0.0045 -0.0309 0.0054 0.253
H -4.504 3.413 2.313 0.0037 0.0134 -0.0017 -0.017
H -5.763 2.219 2.666 -0.0185 0.0561 0.1337 0.122
```
Positions in Å, forces in eV/Å.

***

A cluster of 2 separate species, C6H12O in total. Source: the OMol25 dataset; level of theory: ωB97M-V/def2-TZVPD.

As for the HOMO-LUMO gap: 10.954 eV. The total energy comes out at -8462.6575 eV. The net charge is 0. The spin multiplicity is 1. The SMILES is CC1CC1.CC=O. The relative energy (zero: lowest compared OMol25 entry of this formula, charge and spin) is 1.6964 eV. The calculation puts the HOMO energy at -9.9595 eV.

The geometry in XYZ format:
```
19
Properties=species:S:1:pos:R:3:forces:R:3:mulliken_charge:R:1
C -0.260 0.125 0.876 0.0338 0.0093 -0.0618 -1.197
C 0.925 -0.719 1.320 0.1190 0.1368 -0.0119 0.309
C 0.971 -2.191 1.023 -0.0146 -0.1665 -0.1171 -0.700
C 0.776 -1.716 2.434 -0.0541 -0.0076 0.1964 -0.687
H -0.760 -0.315 0.006 0.0340 0.0458 0.0979 0.252
H -1.010 0.236 1.664 0.0877 -0.0387 -0.0685 0.350
H 0.044 1.136 0.588 -0.0297 -0.1924 0.0840 0.262
H 1.888 -0.221 1.281 -0.0739 0.0032 0.0066 0.388
H 0.113 -2.614 0.508 0.0976 0.0380 0.0893 0.251
H 1.921 -2.652 0.762 -0.1579 0.1215 0.0423 0.253
H -0.217 -1.809 2.865 0.1397 -0.0294 -0.0493 0.241
H 1.590 -1.843 3.144 -0.1516 0.0286 -0.1619 0.260
C -0.260 1.688 -2.594 0.0625 -0.0325 0.1154 -0.848
C -1.632 1.925 -2.021 -0.0123 0.1048 0.2672 0.145
O -1.843 2.305 -0.893 0.0598 -0.1470 -0.5522 -0.454
H -0.245 0.774 -3.199 -0.0342 0.1734 0.0736 0.284
H -0.009 2.531 -3.252 -0.0436 -0.1663 0.0804 0.327
H 0.481 1.620 -1.792 -0.1186 0.0660 -0.1561 0.225
H -2.476 1.740 -2.721 0.0565 0.0530 0.1257 0.342
```
Positions in Å, forces in eV/Å.

***

- What is the HOMO-LUMO gap in the first record?
  9.144 eV

***

- Which value of net charge does entry 3 give?
  0

***

- What is the formula in the first record?
  C12H11ClO2